<i>
DFT (wB97M-V/def2-TZVPD) results for the molecule C18H20N2O5.

Cartesian coordinates (Å):
C 2.208 -3.864 1.416
C 2.144 -3.107 0.129
C 3.169 -3.127 -0.753
C 3.141 -2.405 -2.007
O 4.034 -2.388 -2.821
O 2.007 -1.688 -2.281
C 0.967 -1.641 -1.419
C -0.123 -0.869 -1.792
C -1.217 -0.752 -0.945
O -2.223 0.044 -1.398
C -3.318 0.308 -0.547
C -2.977 1.090 0.730
O -3.358 0.685 1.815
N -2.301 2.242 0.597
C -1.796 2.831 -0.620
C -0.263 2.801 -0.625
C 0.312 3.150 0.756
C 0.802 1.883 1.468
N 1.412 2.122 2.652
O 0.673 0.765 1.029
C -0.748 3.864 1.604
C -1.958 2.959 1.816
C -1.226 -1.435 0.274
C -0.148 -2.209 0.630
C 0.974 -2.332 -0.195
H 3.157 -4.386 1.503
H 2.102 -3.182 2.257
H 1.400 -4.592 1.466
H 4.072 -3.686 -0.565
H -0.110 -0.346 -2.734
H -4.021 0.891 -1.151
H -3.815 -0.618 -0.237
H -2.158 3.865 -0.672
H -2.173 2.296 -1.488
H 0.071 1.794 -0.885
H 0.102 3.493 -1.384
H 1.182 3.805 0.643
H 1.601 3.048 2.989
H 1.785 1.341 3.166
H -0.350 4.147 2.580
H -1.043 4.783 1.095
H -2.822 3.547 2.150
H -1.752 2.209 2.585
H -2.054 -1.344 0.957
H -0.167 -2.721 1.578

Calculated values
- E_HOMO: -8.15 eV
- Gap between HOMO and LUMO: 8.6087 eV
- SMILES: Cc1cc(=O)oc2cc(OCC(=O)N3CCC(C(N)=O)CC3)ccc12

Atom charges from the natural (NBO) analysis, given in e for atoms 1 to 8:
1 C -0.65
2 C 0.12
3 C -0.36
4 C 0.74
5 O -0.57
6 O -0.47
7 C 0.43
8 C -0.33

=====

<ii>
DFT (wB97M-V/def2-TZVPD) results for C18H20N2O5 as an isolated structure.

Cartesian coordinates (Å):
C 1.774 -0.889 0.559
C 0.245 -0.789 0.540
C 2.620 -0.331 -0.753
C 4.104 -0.025 -0.446
C 5.041 -0.913 -0.220
C 4.586 1.314 -0.682
C 6.490 -0.693 -0.167
C 5.965 1.514 -0.716
C 6.858 0.588 -0.321
C -1.812 0.582 -0.015
C -1.945 2.119 0.176
C -2.730 -0.317 0.776
C -4.088 -0.166 0.257
C -5.083 0.680 0.914
C -4.556 -1.231 -0.536
C -6.297 0.798 0.396
C -5.832 -1.146 -0.982
C -6.629 -0.077 -0.593
H 2.263 -2.929 0.171
H 1.366 -2.658 1.723
H 2.085 -0.261 1.462
H 2.734 -1.123 -1.569
H 2.241 0.538 -1.108
H 4.732 -1.975 -0.088
H 3.840 2.159 -1.123
H 7.321 -1.485 0.071
H 6.448 2.502 -0.966
H 8.569 1.911 0.488
H 0.076 1.194 0.434
H -2.000 0.423 -1.073
H -2.266 -1.348 0.412
H -2.439 -0.241 1.843
H -4.678 1.063 1.963
H -3.921 -2.001 -1.150
H -6.994 1.590 0.763
H -6.122 -1.964 -1.787
H -7.956 -0.736 -1.848
H -2.097 1.651 2.047
N 2.380 -2.196 0.995
N -0.409 0.397 0.516
O -0.367 -1.823 0.244
O 8.250 0.790 -0.041
O -2.007 2.920 -0.816
O -7.829 0.014 -1.198
O -1.931 2.571 1.447

Calculated values
- E_HOMO: -8.53 eV
- Gap between HOMO and LUMO: 8.8026 eV

Atom charges from the natural (NBO) analysis, given in e for atoms 1 to 8:
1 C -0.13
2 C 0.66
3 C -0.39
4 C -0.06
5 C -0.20
6 C -0.18
7 C -0.22
8 C -0.28

=====

Energy comparison, zero being the most stable, in eV: <i> 0.000; <ii> 8.321.